Molecular formula: C3H3NO3
Method: DFT, ωB97M-V/def2-TZVPD

```
10
Properties=species:S:1:pos:R:3
H -1.246 0.519 -2.000
H -1.334 -0.531 1.571
H 2.903 -0.422 0.077
C -1.167 -0.117 0.590
C -0.214 0.319 -0.231
O 1.128 0.339 -0.439
N -1.154 0.958 -1.082
O -2.182 0.387 -0.233
C 1.857 -0.430 0.403
O 1.408 -1.022 1.343
```

Calculated values
LUMO energy = 0.796 eV
ΔE to the lowest compared entry with this formula, charge and spin = 418.9 kJ/mol
HOMO = -8.99 eV
HOMO-LUMO gap = 9.782 eV
E = -396.464891 a.u.
SMILES = O=COc1co[nH]1